The following is a quantum chemistry calculation of 2 unconnected molecules or ions with the total composition C5H9FN3O in a non-equilibrium geometry, from OMol25.

DFT total energy = -534.86449 hartree
LUMO energy (alpha / beta) = -4.9 / -4.7 eV
Gap between HOMO and LUMO (alpha / beta) = 8.76 / 7.37 eV

```
! wB97M-V def2-TZVPD RIJCOSX def2/J DEFGRID3
* xyz 1 1
H 0.731 0.579 1.913
H -1.710 0.113 -0.895
H 0.015 -0.926 1.933
H -1.567 2.415 1.411
N 0.694 -0.405 1.379
H -1.415 -2.751 -1.008
O 1.741 -0.570 -3.132
H 1.936 0.242 -0.863
N 0.001 -1.784 -2.165
N 0.988 0.018 -1.056
C 0.955 -0.772 -2.248
C -1.222 -0.672 -0.268
H -0.165 3.492 0.646
C 0.142 -0.234 -0.001
C -0.869 -1.905 -1.201
C -0.471 2.531 1.181
F 0.330 2.286 2.310
H -1.816 -0.825 0.605
H 1.703 -0.831 1.459
*
```

Atomic partial charges in e from the Löwdin method, atoms 1 to 5: number 1, H, carries 0.1675; number 2, H, carries 0.1498; number 3, H, carries 0.1576; number 4, H, carries 0.0831; number 5, N, carries 0.2168

=====

The following is a quantum chemistry calculation of a molecular structure, C20H23N2O8OsSi in a non-equilibrium geometry, from OMol25.

DFT total energy = -1867.71749 hartree
LUMO energy (alpha / beta) = 2.5 / 2.5 eV
Gap between HOMO and LUMO (alpha / beta) = 5.72 / 5.72 eV

```
! wB97M-V def2-TZVPD RIJCOSX def2/J DEFGRID3
* xyz -1 1
H 1.912 -0.730 2.280
C 1.098 -0.528 -2.208
C -1.025 2.883 0.742
O 0.657 3.371 2.984
H -1.964 -5.171 6.479
C -2.757 -3.772 3.496
O -0.853 3.488 -1.558
C -0.566 -3.371 -1.048
O 0.187 -1.210 -2.876
C -2.520 -1.047 -1.863
H 0.095 -3.829 6.126
O -0.394 1.375 -0.970
N -0.348 1.881 1.527
H 0.103 -4.098 -1.521
H -1.417 -3.904 -0.619
C 0.465 2.243 2.508
H -2.111 2.805 0.865
C -1.855 -4.570 5.583
C -3.164 -3.957 -5.480
H 1.584 0.226 -2.831
C -0.866 -4.641 -5.641
H -3.391 -1.617 -1.530
O -3.764 -3.777 2.612
H -0.030 -2.887 -0.230
C -1.477 -2.146 2.064
H -2.241 -0.405 -1.031
C -0.586 -3.040 4.248
H -0.089 -5.212 -6.135
H 0.461 -3.850 -4.163
H -3.638 -2.630 -3.866
C 1.190 1.040 3.045
H -2.409 -5.272 -6.998
Si -1.134 -2.162 -2.316
H -0.720 3.889 1.016
H -3.766 -5.153 4.777
C -1.602 -2.997 3.297
O -2.436 -2.111 1.263
C -2.868 -4.562 4.643
O 1.430 -0.709 -1.055
H 2.384 0.587 1.401
C -2.851 -3.191 -4.361
C -0.562 -3.874 -4.525
C -0.733 2.621 -0.714
Os -0.086 0.085 0.603
H -4.182 -3.990 -5.847
H 0.482 0.459 3.638
C -2.170 -4.682 -6.121
H -3.481 -3.123 1.907
C -1.546 -3.129 -3.866
O -0.377 -1.533 1.910
N 1.626 0.178 1.933
H 0.298 -2.442 4.063
C -0.700 -3.813 5.391
H -2.785 -0.396 -2.698
H 2.003 1.370 3.690
*
```

Atomic partial charges in e from the Löwdin method, atoms 1 to 5: number 1, H, carries 0.0948; number 2, C, carries -0.4013; number 3, C, carries -0.1370; number 4, O, carries -0.0225; number 5, H, carries 0.0946

=====

The following is a quantum chemistry calculation of a molecular structure, C38H30ClN2O3P2S2Ti in a non-equilibrium geometry, from OMol25.

DFT total energy = -4590.06577 hartree
LUMO energy = -3.4 eV
Gap between HOMO and LUMO = 7.90 eV

```
! wB97M-V def2-TZVPD RIJCOSX def2/J DEFGRID3
* xyz 1 1
C 2.755 4.494 -0.501
N -1.789 -1.289 0.120
H -0.987 -6.379 -0.950
C -3.643 5.553 -0.894
O -2.865 -5.303 -2.135
C -2.243 2.224 3.146
H 6.348 -0.927 1.642
S -0.600 0.988 -2.046
C -0.922 1.840 0.624
C -2.195 -4.796 -1.260
H 1.669 3.016 0.589
C -2.462 -3.370 -0.856
H -5.444 3.151 -2.461
C -4.628 2.825 4.427
H -3.154 0.250 0.127
H -3.607 2.297 6.241
H 4.159 0.204 1.261
C 5.580 -1.384 1.036
C 2.767 5.337 -1.601
C -1.557 -2.569 -0.189
C -2.438 4.882 -0.760
Ti -0.085 0.090 0.231
C 2.381 5.013 3.523
H 2.890 -3.098 -1.161
O 1.868 0.453 0.219
Cl 7.338 -3.395 0.705
C 3.398 -1.390 0.041
C -2.996 -0.778 -0.171
C -3.342 2.652 2.406
H -0.686 -5.072 0.139
C -3.529 2.398 5.167
C 0.491 3.091 2.864
C 5.814 -2.620 0.448
S -0.066 -0.017 2.706
H 3.627 5.964 -1.794
C -3.688 -2.811 -1.203
C 1.097 5.400 3.157
C -2.338 2.100 4.531
C 1.775 2.706 3.240
H -3.270 2.753 1.329
H -5.556 3.059 4.932
C -4.607 3.631 -1.974
C 0.152 4.443 2.832
C -2.316 3.575 -1.229
H -5.663 5.462 -1.610
H 2.031 1.655 3.266
H 3.604 4.455 0.169
H 0.837 6.449 3.132
C 1.651 3.689 -0.256
H 5.088 -4.209 -0.794
N -1.136 -5.419 -0.687
H -0.269 4.617 -2.900
H -3.305 1.944 -2.217
C 0.572 4.575 -2.217
H -1.598 5.390 -0.299
O 1.119 -1.353 -0.714
H 3.117 5.763 3.782
H -4.916 -1.046 -1.057
C 2.720 3.669 3.570
C -3.404 2.954 -1.835
C 1.674 5.373 -2.461
H -4.396 -3.418 -1.750
C -3.965 -1.506 -0.832
C 0.552 3.728 -1.105
C 4.362 -0.763 0.823
P -0.833 2.623 -0.869
C 3.646 -2.631 -0.544
H -0.849 4.758 2.556
C 2.104 -0.749 -0.179
C -4.536 2.954 3.051
H 3.716 3.371 3.868
H -3.735 6.570 -0.535
C 4.864 -3.252 -0.344
P -0.703 1.877 2.300
H -1.490 1.767 5.119
H -5.390 3.288 2.477
H 1.687 6.024 -3.324
H -0.574 -2.935 0.078
C -4.727 4.930 -1.498
*
```

Atomic partial charges in e from the Löwdin method, atoms 1 to 5: number 1, C, carries -0.0555; number 2, N, carries -0.0471; number 3, H, carries 0.1216; number 4, C, carries -0.0636; number 5, O, carries 0.0853

=====

The following is a quantum chemistry calculation of 2 unconnected molecules or ions with the total composition C4H13N4 in a non-equilibrium geometry, from OMol25.

DFT total energy = -378.96763 hartree
LUMO energy = -3.6 eV
Gap between HOMO and LUMO = 8.00 eV

```
! wB97M-V def2-TZVPD RIJCOSX def2/J DEFGRID3
* xyz 1 1
N -1.470 -1.549 -0.955
H -0.795 -2.330 -1.014
N 1.848 0.963 0.749
N -0.944 -1.252 2.753
H 0.323 2.215 0.089
C 1.104 1.507 -0.209
H -0.233 2.550 -2.048
H 1.571 1.009 1.701
C -1.634 -1.167 0.406
H 1.255 2.694 -3.021
H -0.096 -2.384 1.110
H 1.839 0.446 -1.724
H 0.197 1.218 -3.248
C -0.888 -1.651 1.411
H -0.082 -0.789 3.048
C 0.550 1.972 -2.543
H -1.037 -2.027 3.386
H -2.403 -1.836 -1.270
N 1.244 1.216 -1.478
H 2.426 0.156 0.557
H -2.500 -0.536 0.564
*
```

Atomic partial charges in e from the Löwdin method, atoms 1 to 5: number 1, N, carries 0.0015; number 2, H, carries 0.0818; number 3, N, carries 0.1913; number 4, N, carries -0.0024; number 5, H, carries 0.1727

=====

The following is a quantum chemistry calculation of a molecular structure, C13H18Cl12N4O8 in a non-equilibrium geometry, from OMol25.

DFT total energy = -6848.31098 hartree
LUMO energy = -0.5 eV
Gap between HOMO and LUMO = 8.62 eV

```
! wB97M-V def2-TZVPD RIJCOSX def2/J DEFGRID3
* xyz 0 1
C -0.356 3.551 -2.187
Cl 1.940 -2.151 -0.443
Cl -1.115 -3.626 -0.430
H 2.128 0.871 -3.372
C 3.349 -0.817 -3.814
Cl -4.977 2.344 1.315
H -0.902 0.634 -0.054
H 2.803 -4.043 -3.020
C -0.807 -2.165 3.327
N -1.229 0.938 4.026
H -1.052 -2.138 4.389
C 2.238 -2.014 1.323
H -0.163 4.530 -2.627
Cl -3.037 -1.461 0.213
O -2.839 -1.080 2.887
H 0.368 2.409 3.824
O 0.560 1.066 -1.783
Cl -3.667 3.242 -1.023
O -1.149 -0.567 1.640
H 4.395 -2.623 -4.085
Cl -2.459 -2.166 -2.539
H 0.408 -0.589 -2.257
C -3.680 1.855 0.152
H 0.338 0.421 1.233
C 1.407 -2.396 -2.571
H -0.235 2.103 0.788
Cl 3.893 -2.097 1.910
H -0.473 1.879 2.415
Cl -0.402 -0.880 -0.898
C 1.260 -1.033 -2.751
C -0.035 1.516 3.345
Cl -2.070 1.689 0.905
C -1.705 -2.048 -0.921
O 2.126 1.319 -0.297
H -1.020 -3.162 2.942
H -1.243 3.052 -2.576
C 2.207 -0.206 -3.352
H 4.052 -0.247 -4.402
H 0.484 2.875 -2.347
C 2.577 -2.988 -3.072
N -1.642 -1.143 2.610
Cl 1.217 -3.173 2.239
Cl -4.190 0.353 -0.612
Cl 1.626 -0.485 1.822
O -2.342 1.488 3.911
H 0.200 -1.762 3.217
N 0.984 1.138 -0.641
H 0.714 0.741 3.185
O -1.522 3.434 -0.217
N -0.491 3.736 -0.707
H 0.616 -2.895 -2.030
C 3.492 -2.178 -3.694
C -0.049 1.081 0.457
O -1.105 -0.094 4.760
O 0.572 3.961 -0.112
*
```

Atomic partial charges in e from the Löwdin method, atoms 1 to 5: number 1, C, carries 0.0581; number 2, Cl, carries 0.7673; number 3, Cl, carries 0.6108; number 4, H, carries 0.1046; number 5, C, carries -0.0753

=====

The following is a quantum chemistry calculation of 2 unconnected molecules or ions with the total composition C12H16N2O in a non-equilibrium geometry, from OMol25.

DFT total energy = -651.18431 hartree
LUMO energy (alpha / beta) = -3.6 / -7.3 eV
Gap between HOMO and LUMO (alpha / beta) = 8.10 / 4.42 eV
<S²> = 0.759

```
! wB97M-V def2-TZVPD RIJCOSX def2/J DEFGRID3
* xyz 1 2
H -1.056 -1.888 -3.700
C -0.322 0.638 1.947
H -0.034 -0.351 -0.245
H -1.357 2.479 -0.660
N -0.453 -3.443 -1.422
C -0.517 -2.037 -1.590
N 0.454 -2.266 0.385
C 0.075 -3.517 -0.229
C 1.511 2.196 1.362
H 0.141 0.606 -1.793
H -1.955 -0.918 -2.452
H 1.266 -2.092 1.175
C 0.653 2.615 0.380
H 2.200 4.083 -0.507
C 0.975 1.188 2.149
H -2.091 0.654 0.839
H 1.240 -0.513 -2.581
C 0.151 -0.119 -2.691
H 0.940 3.446 -1.724
C 0.079 -1.347 -0.562
C -1.000 -1.193 -2.740
C -0.690 2.100 0.118
C 1.021 3.669 -0.606
H 1.481 1.029 3.208
H -1.661 -0.524 2.858
H 0.402 4.553 -0.773
C -1.173 1.171 1.030
H -0.024 -4.509 0.275
H 2.387 2.823 1.526
H 0.098 0.521 -3.600
O -0.821 -0.202 3.000
*
```

Atomic partial charges in e from the Löwdin method, atoms 1 to 5: number 1, H, carries 0.1787; number 2, C, carries -0.3139; number 3, H, carries 0.0791; number 4, H, carries 0.1290; number 5, N, carries 0.1785

=====

We obtain relative energy (zero: lowest compared OMol25 entry of this formula, charge and spin) values of 87.7; 38.7; 4.1; 42.8; 378.3; 115.2 kcal/mol for the records listed above, in that order.